(1)
# C31H31CoF5N9O2SSi

A structure of composition C31H31CoF5N9O2SSi (ωB97M-V/def2-TZVPD, the OMol25 dataset).

Calculated total energy in hartree: -4413.037616
Net charge: -1
Gap between HOMO and LUMO (alpha / beta) in eV: 6.2 / 6.2
2S+1: 2
Relative energy (zero: lowest compared OMol25 entry of this formula, charge and spin) in kJ/mol: 232.9

Geometry (Å):
Co  -0.463  -0.325  0.077
S  -2.667  -0.901  0.194
Si  -1.211  2.777  0.943
F  2.918  2.412  -1.032
F  4.683  2.385  4.181
F  5.183  -0.920  3.075
F  3.751  4.714  0.209
F  4.459  4.708  2.762
O  -0.408  -0.212  -2.182
O  1.425  -0.216  0.110
N  -0.447  -0.740  2.107
N  -1.546  -1.350  2.643
N  -0.023  -2.554  -0.232
N  1.831  0.648  1.133
N  3.025  -4.445  2.446
N  -0.728  1.668  -0.275
N  2.705  -2.467  1.302
N  -3.675  -2.050  2.350
N  1.119  -4.214  1.195
C  -1.815  -2.805  -5.085
C  0.591  -1.123  4.300
C  1.764  0.104  2.424
C  3.235  1.094  0.932
C  5.113  -0.337  0.785
C  2.846  0.362  3.170
C  4.248  2.390  2.905
C  0.444  -3.394  0.413
C  0.636  3.689  -3.092
C  3.282  2.423  0.248
C  5.185  0.175  2.183
C  -0.155  -2.208  -3.444
C  2.249  -3.675  1.628
C  3.906  1.051  2.349
C  -2.046  -0.762  -3.833
C  0.565  -0.602  2.895
C  3.702  3.531  0.836
C  0.743  2.730  -4.087
C  4.061  0.116  0.122
C  -2.165  4.276  0.271
C  -2.517  -1.641  -4.795
C  -2.413  2.006  2.165
C  0.202  3.475  1.992
C  -0.087  1.103  -2.528
C  0.384  1.417  -3.783
C  -2.564  -1.443  1.814
C  4.151  3.520  2.225
C  -0.639  -3.085  -4.405
C  -0.863  -1.052  -3.166
C  0.173  3.356  -1.830
C  -0.238  2.050  -1.485
H  2.534  -5.226  2.849
H  1.081  3.677  1.376
H  -2.876  3.963  -0.499
H  3.491  -2.070  1.789
H  -0.231  -1.812  4.453
H  -3.277  1.576  1.656
H  3.677  -3.974  3.049
H  0.470  0.639  -4.532
H  1.109  2.982  -5.074
H  -3.705  -2.071  3.357
H  -2.189  -3.493  -5.833
H  -3.441  -1.422  -5.314
H  -2.762  2.794  2.842
H  -1.544  5.064  -0.155
H  -4.541  -1.868  1.875
H  -1.960  1.222  2.772
H  1.543  -1.624  4.495
H  -0.092  -3.996  -4.618
H  6.100  0.725  2.408
H  -0.093  4.406  2.485
H  3.776  -0.120  -0.893
H  0.749  -2.413  -2.888
H  2.951  0.216  4.232
H  -2.735  4.719  1.094
H  0.508  2.760  2.762
H  2.114  -1.813  0.761
H  -2.579  0.148  -3.586
H  5.851  -1.032  0.405
H  0.499  -0.303  5.018
H  0.938  4.711  -3.291
H  0.153  4.117  -1.060

=====

(2)
# C33H29Br57ClNO2P2S

A structure of composition C33H29Br57ClNO2P2S (ωB97M-V/def2-TZVPD, the OMol25 dataset).

Calculated total energy in hartree: -149739.367812
Net charge: 0
Gap between HOMO and LUMO in eV: 6.8

Geometry (Å):
Br  -6.153  -1.747  -4.578
Br  10.309  -4.351  -5.077
Br  -9.066  -4.527  2.466
Br  -5.016  -5.478  -13.147
Br  -4.661  -3.174  -2.126
Br  -4.073  -4.073  -7.320
Br  2.082  6.185  7.217
Br  -3.110  2.753  -5.401
Br  -1.453  2.115  -10.890
Br  -0.594  3.902  4.024
Br  -0.576  -6.631  -3.095
Br  -9.951  -5.760  -9.754
Br  3.716  0.971  -3.999
Br  1.280  2.928  -2.120
Br  -2.133  -4.205  -4.510
Br  4.579  7.111  9.016
Br  -8.348  -8.310  -8.640
Br  9.754  -0.127  0.021
Br  12.844  -3.444  -3.322
Br  3.188  4.264  9.541
Br  2.594  3.720  4.405
Br  6.468  8.720  5.312
Br  -5.368  -4.152  -10.260
Br  -2.540  -0.862  -10.364
Br  7.184  3.579  9.850
Br  8.434  3.673  12.808
Br  -7.265  -3.966  -7.673
Br  1.597  -1.527  -4.397
Br  2.885  -2.914  -0.616
Br  4.569  3.912  -3.025
Br  -3.911  -8.151  -11.752
Br  5.249  3.799  12.405
Br  5.186  6.210  3.774
Br  4.794  -3.200  -3.184
Br  6.398  1.377  -2.282
Br  6.246  8.743  2.107
Br  -2.760  -7.235  -5.373
Br  9.047  -1.774  -2.643
Br  -1.856  -5.899  -12.764
Br  -6.569  -4.313  4.476
Br  -5.469  -0.069  -1.923
Br  -7.161  -1.941  2.386
Br  11.411  -6.262  -2.742
Br  10.494  -3.247  -0.183
Br  -1.175  -0.101  -3.624
Br  1.183  8.113  0.758
Br  -1.496  4.353  -1.351
Br  -0.087  4.996  -4.164
Br  -10.346  -6.697  -6.708
Br  -0.726  8.351  3.330
Br  2.462  8.221  3.701
Br  6.070  -3.093  -0.238
Br  0.225  0.533  -6.447
Br  -4.081  -0.126  -6.423
Br  1.322  3.632  1.454
Br  -6.227  1.984  -5.289
Br  0.571  -0.378  -11.002
Cl  -3.763  -3.235  2.513
S  -2.634  -5.967  4.311
P  -1.350  -4.541  4.621
P  -0.354  -2.716  7.365
O  -5.119  1.825  5.503
O  -1.716  -0.016  8.738
N  -0.823  -4.131  8.018
C  -3.919  1.480  5.651
C  6.982  4.250  11.659
C  -1.037  0.351  -10.198
C  -2.228  -6.053  -3.930
C  -0.409  4.238  7.150
C  -3.387  -0.015  5.351
C  5.191  2.161  -3.581
C  4.619  -2.504  -1.382
C  -1.656  -1.986  6.188
C  -5.547  -3.497  -8.442
C  1.000  8.796  2.564
C  11.868  -4.939  -4.084
C  -0.486  2.762  7.666
C  -1.492  4.838  6.180
C  10.272  -1.582  -1.152
C  6.481  7.652  3.693
C  0.185  4.519  -2.304
C  -2.311  -0.595  6.341
C  -3.215  -2.261  3.968
C  0.501  0.063  -4.585
C  -3.867  -0.858  4.135
C  1.144  4.318  3.260
C  -2.687  3.965  5.665
C  -7.929  -3.339  3.493
C  -2.124  -2.838  4.941
C  -4.547  1.747  -6.228
C  -1.870  0.372  7.558
C  -4.925  -1.516  -3.094
C  -1.687  1.917  7.132
C  3.639  5.612  8.222
C  -9.976  -7.261  -8.527
C  -3.566  -6.763  -13.062
C  -2.769  2.497  6.147
H  -0.389  -4.914  5.633
H  7.465  7.193  3.621
H  4.688  -1.419  -1.452
H  -8.563  -2.848  4.229
H  0.490  4.873  7.520
H  -3.006  -6.108  -3.170
H  -5.506  -2.410  -8.489
H  11.244  -1.324  -1.570
H  1.213  5.404  3.197
H  5.758  2.301  -4.500
H  -0.571  -4.393  3.402
H  0.734  5.338  -1.842
H  0.862  -2.858  6.594
H  4.322  5.147  7.512
H  0.295  2.342  8.400
H  -3.959  -1.238  -3.517
H  -4.683  2.149  -7.230
H  -4.644  -0.414  3.427
H  -3.502  4.326  4.959
H  12.534  -5.424  -4.796
H  1.049  0.885  -4.128
H  -3.513  -7.249  -14.034
H  -1.388  5.925  5.816
H  7.032  5.336  11.604
H  -10.795  -7.909  -8.832
H  -1.774  -4.274  7.636
H  -0.057  -1.853  8.471
H  1.051  9.881  2.502
H  -0.837  0.465  -9.134

=====

(3)
# C5H9NO2

The molecule C5H9NO2 (ωB97M-V/def2-TZVPD, the OMol25 dataset).

Calculated total energy in hartree: -401.097088
Net charge: 0
Gap between HOMO and LUMO in eV: 10.0
Structure (SMILES): CC[C@@H](C=O)NC=O
Relative energy (zero: lowest compared OMol25 entry of this formula, charge and spin) in kJ/mol: 209.2

Geometry (Å):
O  -2.279  0.760  1.432
O  0.089  -0.186  -2.855
N  -1.167  -0.753  0.118
C  -0.495  0.425  -2.027
C  1.754  0.255  1.194
C  1.196  -0.237  -0.228
C  -2.232  -0.294  0.884
C  -0.287  0.132  -0.453
H  -0.865  1.437  -2.187
H  -0.416  1.068  0.204
H  2.747  -0.074  1.350
H  1.740  0.046  -1.132
H  1.813  1.481  1.088
H  1.326  -1.266  -0.340
H  1.085  -0.001  1.925
H  -1.061  -1.691  -0.078
H  -2.947  -1.102  1.104

=====

(4)
# C28H28CaN2Si

A structure of composition C28H28CaN2Si (ωB97M-V/def2-TZVPD, the OMol25 dataset).

Calculated total energy in hartree: -2160.331243
Net charge: 0
Gap between HOMO and LUMO in eV: 5.0
Relative energy (zero: lowest compared OMol25 entry of this formula, charge and spin) in kJ/mol: 0.0

Geometry (Å):
Ca  0.294  0.372  1.061
Si  0.214  0.079  -1.616
N  -1.304  -0.706  2.469
N  1.404  -0.864  2.758
C  2.652  -1.623  -4.465
C  -1.636  -2.793  -2.295
C  1.803  -1.513  -3.356
C  1.696  -0.278  -2.681
C  -2.617  -0.416  2.343
C  -2.274  1.275  -2.371
C  -2.822  2.059  -4.604
C  -0.615  1.169  -4.138
C  3.472  -0.552  -4.833
C  2.741  -0.747  2.908
C  -0.391  2.213  3.019
C  -0.919  2.648  1.774
C  1.385  2.722  1.648
C  -1.532  1.736  -5.034
C  1.023  2.253  2.943
C  -3.080  -1.245  4.553
C  1.258  -1.848  4.945
C  3.401  -1.169  4.067
C  -3.189  1.828  -3.275
C  -0.975  0.914  -2.799
C  0.643  -1.368  3.775
C  -1.723  -1.558  4.681
C  3.488  0.615  -4.059
C  -3.537  -0.652  3.371
C  0.179  2.966  0.918
C  2.631  0.745  -2.960
C  2.645  -1.741  5.096
C  -0.837  -1.251  3.632
H  -0.628  -1.536  -1.574
H  -2.561  1.125  -1.325
H  -2.316  -3.582  -2.645
H  -0.973  1.956  3.906
H  -2.930  0.031  1.392
H  -3.529  2.513  -5.301
H  1.190  -2.361  -3.036
H  0.398  0.937  -4.481
H  4.116  -0.634  -5.711
H  -3.764  -1.456  5.372
H  0.631  -2.271  5.725
H  -0.648  -3.260  -2.329
H  -1.763  -1.986  -3.022
H  2.671  -2.552  -5.040
H  -1.221  1.936  -6.057
H  4.478  -1.031  4.144
H  4.168  1.427  -4.313
H  2.651  1.651  -2.349
H  3.121  -2.088  6.011
H  -4.188  2.101  -2.934
H  0.108  3.358  -0.098
H  3.289  -0.290  2.075
H  2.401  2.906  1.296
H  -4.578  -0.366  3.231
H  -1.978  2.765  1.533
H  -1.321  -2.011  5.585
H  1.709  2.026  3.759
H  -2.012  -2.580  -1.290

=====

(5)
# C2H3NO2

The molecule C2H3NO2 (ωB97M-V/def2-TZVPD, the OMol25 dataset).

Calculated total energy in hartree: -282.926146
Net charge: 0
Gap between HOMO and LUMO (alpha / beta) in eV: 7.9 / 7.8
Relative energy (zero: lowest compared OMol25 entry of this formula, charge and spin) in kJ/mol: 871.3

Geometry (Å):
O  -1.229  0.894  -0.106
O  -0.334  -1.514  -0.236
N  -2.101  0.094  0.024
C  0.633  -0.737  0.098
C  -0.002  0.881  -0.253
H  0.875  -0.469  1.122
H  0.718  1.767  -0.085
H  1.440  -0.915  -0.564

=====

(6)
# C2O3S

A cluster of 2 separate species, C2O3S in total (ωB97M-V/def2-TZVPD, the OMol25 dataset).

Calculated total energy in hartree: -700.172492
Net charge: 0
Gap between HOMO and LUMO in eV: 11.3
Structure (SMILES): O=C=O.O=C=S
Relative energy (zero: lowest compared OMol25 entry of this formula, charge and spin) in kJ/mol: 12.3

Geometry (Å):
S  -3.028  -0.550  0.226
O  -1.070  1.126  -0.670
O  2.975  0.269  0.169
O  0.991  -0.870  0.226
C  -1.852  0.357  -0.236
C  1.984  -0.331  0.286